Below is a gas-phase ion, C4H7N2O2 (charge +1), with properties calculated with ωB97M-V with the def2-TZVPD basis set.

Geometry (Å):
C 0.966 -0.241 -0.141
C -2.604 0.385 0.431
C -1.193 -0.080 0.271
C 2.412 0.212 -0.250
N 0.403 -1.356 -0.595
N 0.049 0.529 0.425
O -2.176 0.661 -0.917
O -0.924 -1.365 -0.079
H -3.320 -0.479 0.541
H -2.778 1.238 1.123
H 3.161 -0.340 -0.884
H 2.775 0.422 0.722
H 2.404 1.215 -0.553
H 0.732 -2.259 -0.800
H 0.092 1.459 0.706

Forces on the atoms, in the same order (eV/Å):
C 2.023 -0.014 -0.813
C 0.836 -0.888 -0.088
C -2.966 0.839 -2.602
C -0.350 -1.248 -0.801
N -1.492 2.769 1.672
N -0.742 -1.873 -0.360
O 1.422 -0.978 2.839
O 0.310 -0.721 -0.257
H 0.552 1.078 -0.058
H -0.010 -0.520 -0.599
H -1.253 0.175 0.813
H 0.546 -0.753 1.448
H -0.315 1.509 -1.318
H 0.772 -1.168 -0.314
H 0.668 1.793 0.439

Properties
LUMO level = -4.326 eV
net charge = +1
energy above the lowest of the compared OMol25 structures with the same formula, charge and spin = 359.36 kJ/mol